No. 1
This record from OMol25 describes a molecular structure, C6H7HgLiO6. The level of theory is ωB97M-V/def2-TZVPD.

Last column: Mulliken spin population.
Cartesian coordinates (Å):
1 Hg -2.1169 0.1008 0.7398  0.02
2 O 1.6772 0.4264 0.6467  0.00
3 O -1.4469 -1.6009 -0.3291  0.02
4 O -0.9701 1.5570 0.7273  0.00
5 O 0.7811 0.4843 -1.4042  0.01
6 O -1.9377 -1.6746 -2.5671  0.00
7 O -2.3860 0.1236 -1.2696  0.00
8 C 1.2548 -0.1139 -0.4569  0.06
9 C 1.4235 1.8261 0.9317  0.00
10 C 0.9240 -2.0641 -0.2206  -0.05
11 C 0.0536 1.9959 1.5640  0.00
12 C -2.0173 -1.0642 -1.5389  0.02
13 C -0.4158 -2.5156 -0.4068  0.79
14 Li -0.8364 1.6042 -1.1672  0.00
15 H 1.5268 2.3923 -0.0033  0.00
16 H 2.2164 2.1280 1.6239  0.00
17 H 0.0514 1.4675 2.5337  0.00
18 H -0.6742 -3.4306 -0.9362  0.01
19 H 1.3581 -2.3074 0.7562  0.08
20 H -0.0542 3.0704 1.7989  0.00
21 H 1.5884 -2.4050 -1.0226  0.04

The spin multiplicity is 2. The expectation value of S² is 0.755. As for the HOMO energy (alpha / beta): -12.26 / -14.28 eV. The calculation puts the energy relative to the best compared isomer or geometry (same formula, charge and spin) at 2.8956 eV. As for the charge: +1. The calculation puts the lowest unoccupied orbital energy (alpha / beta) at -5.66 / -5.70 eV.

***

No. 2
This record from OMol25 describes a molecular structure, C18H4BaCl9N2O2Se. The level of theory is ωB97M-V/def2-TZVPD.

Last column: Löwdin charge in e.
Cartesian coordinates (Å):
1 Ba -0.3513 0.1085 0.0624  1.80
2 Se -0.4423 0.2420 -3.4090  1.03
3 Cl 3.1941 -0.0924 1.1283  0.59
4 Cl 0.5975 0.8439 6.6958  0.66
5 Cl 3.5305 0.2821 6.4477  0.63
6 Cl 4.8728 -0.1046 3.5791  0.61
7 Cl -1.3611 0.2615 4.1380  0.67
8 Cl -4.2505 3.7466 0.0915  0.68
9 Cl -5.1259 -2.4993 0.3117  0.72
10 Cl -6.9534 2.5289 1.0069  0.64
11 Cl -7.3377 -0.5167 1.2879  0.65
12 O -2.3600 1.7156 -0.7464  -0.31
13 O -2.6365 -1.1436 0.0269  -0.33
14 N 0.7347 0.0344 -4.7285  -0.30
15 N 0.7186 -0.8125 -2.3208  -0.41
16 C 2.3107 0.1559 2.6160  -0.74
17 C 4.2684 -0.8318 -4.4392  -0.10
18 C 2.5356 0.2489 5.0227  -0.71
19 C -3.4391 1.1541 -0.3710  -0.43
20 C -4.9564 -0.8441 0.1365  -0.68
21 C 1.8903 -0.8947 -2.9102  -0.40
22 C 4.2540 -1.4134 -3.1366  -0.08
23 C 1.9258 -0.3826 -4.3018  -0.38
24 C 3.1618 0.1743 3.7867  -0.70
25 C 0.9223 0.2296 2.6972  -0.33
26 C 3.1391 -0.3586 -5.0426  -0.04
27 C 1.1326 0.3844 5.1373  -0.73
28 C -5.7635 1.5134 0.3260  -0.73
29 C -3.6081 -0.3210 -0.0813  -0.42
30 C 0.3453 0.3130 3.9820  -0.77
31 C -5.9590 0.0949 0.5038  -0.73
32 C -4.5349 2.0605 -0.0590  -0.64
33 C 3.0958 -1.4502 -2.3617  -0.04
34 H 3.0808 0.0027 -6.0758  0.11
35 H 5.0979 -1.8333 -2.6573  0.08
36 H 5.1889 -0.8375 -4.9870  0.09
37 H 3.0823 -1.7589 -1.3561  0.06

As for the HOMO energy (alpha / beta): -4.39 / -2.81 eV. As for the charge: -1. The calculation puts the lowest unoccupied orbital energy (alpha / beta) at 1.07 / -0.34 eV.

***

No. 3
This record from OMol25 describes C4H5Br2NO in the gas phase. The level of theory is ωB97M-V/def2-TZVPD.

Last column: Löwdin charge in e.
Cartesian coordinates (Å):
1 Br 2.6599 -0.7016 -0.2609  0.57
2 Br -3.0393 -0.5194 0.0266  0.51
3 O -0.2538 -1.2024 -0.0012  -0.16
4 N 0.1428 0.0259 0.8042  -0.13
5 C 1.4390 -0.3559 1.3119  -0.47
6 C -1.1351 -0.6664 -0.9137  -0.58
7 C -0.8201 0.7933 -1.1737  -0.11
8 C -0.0904 1.0838 -0.1121  -0.16
9 H 0.1061 2.0834 0.3047  0.14
10 H -1.0488 -1.1515 -1.8875  0.12
11 H 1.3483 -1.3495 1.8128  0.09
12 H -1.1877 1.5276 -1.8566  0.11
13 H 1.8788 0.4327 1.9455  0.08

As for the HOMO energy: -9.12 eV. The calculation puts the energy relative to the best compared isomer or geometry (same formula, charge and spin) at 2.0570 eV. As for the charge: 0. The calculation puts the lowest unoccupied orbital energy at 0.24 eV.

***

No. 4
This record from OMol25 describes 2 unconnected molecules or ions with the total composition C12H16N2. The level of theory is ωB97M-V/def2-TZVPD.

Last column: Löwdin charge in e.
Cartesian coordinates (Å):
1 N 1.5877 2.5203 -1.8217  0.03
2 N 0.3676 0.7403 -2.2717  0.09
3 C 2.0934 -1.0623 -2.3566  -0.20
4 C -2.2684 -0.0321 1.3191  -0.25
5 C 0.3291 2.1008 -2.0161  -0.15
6 C 2.4481 1.4989 -2.0274  -0.06
7 C -0.7929 -0.2776 3.2051  -0.12
8 C -2.8723 -1.4110 3.0858  -0.10
9 C -3.0862 -1.0673 1.7605  -0.06
10 C 3.2329 -1.4385 -1.4138  -0.08
11 C -2.3461 0.6555 -0.1074  -0.04
12 C 1.6946 0.3490 -2.2451  -0.30
13 C -1.2032 0.4162 2.1070  -0.09
14 C -1.6285 -1.2589 3.7840  -0.07
15 H 1.2221 -1.5724 -1.9814  0.11
16 H -0.4993 1.1837 1.7472  0.12
17 H 0.1598 -0.0586 3.6103  0.09
18 H -2.3905 1.7990 -0.0747  0.09
19 H -3.8341 -1.4439 1.1077  0.10
20 H -1.4207 -1.9182 4.6834  0.12
21 H -3.1666 0.1573 -0.6169  0.06
22 H 4.0536 -0.8090 -1.6055  0.05
23 H -0.5270 2.6942 -1.8252  0.10
24 H 2.9189 -1.3628 -0.3650  0.09
25 H 1.7915 3.4384 -1.5341  0.14
26 H -3.6291 -2.1571 3.3900  0.10
27 H -1.4083 0.4283 -0.6291  0.03
28 H 3.4120 -2.4722 -1.5297  0.06
29 H 2.2758 -1.2550 -3.3382  0.08
30 H 3.4861 1.6151 -2.0406  0.10

As for the HOMO energy: -8.54 eV. The calculation puts the energy relative to the best compared isomer or geometry (same formula, charge and spin) at 1.7953 eV. As for the charge: 0. The calculation puts the lowest unoccupied orbital energy at 0.75 eV.